Entry 1:
This record from the OMol25 dataset describes a 2-piece molecular cluster, C4H5N2OP overall in a non-equilibrium geometry. The level of theory is ωB97M-V/def2-TZVPD.

```
13
Properties=species:S:1:pos:R:3:forces:R:3:lowdin_charge:R:1
C 1.5531 -0.4266 1.5863 -0.5 -0.5 -0.5 -0.353
C 1.6946 -1.5319 -0.8835 -0.4 0.1 0.6 -0.351
C -0.8502 1.5506 -0.4777 0.2 0.3 0.0 -0.174
C -1.6484 0.3382 -0.2946 0.9 -0.7 0.5 0.008
N 1.9592 0.3979 2.2680 0.3 0.6 0.5 0.112
N 2.2577 -1.4591 -1.8774 0.3 0.0 -0.6 0.109
O 0.5227 -2.9247 1.1527 -0.2 -0.6 0.3 -0.373
P 0.6328 -1.5871 0.5657 -0.6 1.1 -0.6 0.679
H -0.1463 1.7025 0.3436 0.0 0.0 0.0 0.064
H -0.3184 1.5593 -1.4257 0.0 0.0 0.0 0.078
H -1.5150 2.4274 -0.4530 0.0 0.0 0.0 0.093
H -1.9798 -0.2317 -1.1434 -0.1 -0.2 -0.1 0.054
H -2.1622 0.1852 0.6390 -0.1 -0.1 0.1 0.053
```
Positions in Å, forces in eV/Å.

**Electronic energy**: -681.402880 hartree
**Gap between HOMO and LUMO (spin up / spin down)**: 0.32113 / 0.24003 Ha
**HOMO energy (spin up / spin down)**: -10.00 / -9.34 eV
**Charge**: 0

---

Entry 2:
This record from the OMol25 dataset describes C26H27N8O4OsS as an isolated structure in a non-equilibrium geometry. The level of theory is ωB97M-V/def2-TZVPD.

```
67
Properties=species:S:1:pos:R:3:forces:R:3:lowdin_charge:R:1
Os -0.6477 0.3543 -0.2272 -0.8 0.7 -1.1 1.436
N -3.8567 3.3168 -0.2785 -0.1 0.0 0.0 0.073
C -2.5560 3.0687 -0.3004 0.1 -0.1 0.0 -0.177
N -2.3668 1.7663 -0.4913 -0.2 -0.2 0.4 -0.052
C -3.6490 1.2862 -0.5499 0.0 -0.1 -0.1 -0.331
N -4.5783 2.1920 -0.4357 0.1 0.1 0.0 0.171
C -3.8727 -0.1331 -0.7126 0.0 0.2 -0.1 -0.196
C -5.1110 -0.7402 -0.5477 -0.1 -0.1 -0.1 -0.034
N -5.2558 -2.0464 -0.6968 0.1 0.0 0.0 0.122
C -4.1617 -2.7270 -1.0282 -0.1 0.0 -0.1 -0.063
C -2.9254 -2.1198 -1.1768 0.1 0.1 -0.2 -0.055
N -2.7686 -0.8073 -1.0047 0.1 -0.2 0.8 0.100
H -4.3223 4.2026 -0.1629 0.0 0.0 0.0 0.177
H -1.7981 3.8230 -0.1889 -0.1 0.0 0.0 0.072
H -5.9803 -0.1534 -0.2780 0.0 0.0 0.0 0.130
H -4.2661 -3.7950 -1.1708 0.0 0.0 0.0 0.123
H -2.0652 -2.7030 -1.4643 0.0 0.0 0.1 0.112
C 3.3809 1.5565 -2.5254 0.0 0.1 0.0 -0.034
N 2.2881 2.4504 -2.1228 0.0 -0.2 0.1 -0.179
C 1.2948 2.5996 -3.1875 0.0 -0.1 0.0 -0.063
C 1.9439 2.6030 -0.8317 -0.3 0.1 -0.3 -0.614
S 0.2397 2.6706 -0.3950 0.3 0.3 0.3 0.792
N 2.8597 2.8393 0.0916 0.1 -0.1 0.1 -0.156
C 2.5862 2.8030 1.5311 0.0 -0.1 0.0 -0.035
C 4.2414 3.2012 -0.2226 0.0 0.1 0.0 -0.015
H 2.9381 0.6635 -2.9719 0.0 0.0 0.0 0.107
H 3.9715 1.2414 -1.6755 0.0 0.0 0.0 0.062
H 4.0221 2.0412 -3.2603 0.0 0.0 0.0 0.104
H 1.8387 2.7741 -4.1145 0.0 0.0 0.0 0.099
H 0.6475 3.4465 -2.9939 0.0 0.0 0.0 0.072
H 0.6891 1.6963 -3.2927 0.0 0.0 0.0 0.092
H 1.5877 2.4343 1.7276 0.0 0.0 0.0 0.036
H 2.6937 3.8075 1.9404 0.0 0.0 0.0 0.105
H 3.3118 2.1425 2.0083 0.0 0.0 0.0 0.109
H 4.3062 3.6300 -1.2183 0.0 0.0 0.0 0.100
H 4.9103 2.3438 -0.1400 0.0 0.0 0.0 0.101
H 4.5591 3.9470 0.5036 0.0 0.0 0.0 0.101
C -1.2513 0.6905 4.5703 0.0 0.0 0.0 -0.086
C -2.3377 0.8848 3.7336 0.0 0.0 0.0 -0.082
C -2.1853 0.8048 2.3536 0.1 0.0 0.1 -0.114
C -0.9419 0.5343 1.7817 -0.1 0.2 0.0 -0.305
C 0.1387 0.3231 2.6367 0.0 0.2 0.1 -0.133
C -0.0131 0.4074 4.0145 0.0 0.0 0.0 -0.072
H -1.3727 0.7418 5.6447 0.0 0.0 0.0 0.105
H -3.3149 1.0962 4.1509 0.0 0.0 0.0 0.105
H -3.0700 0.9358 1.7451 0.0 0.0 0.1 0.073
H 1.1032 0.0464 2.2362 0.0 0.0 0.1 0.074
H 0.8416 0.2279 4.6559 0.0 0.0 0.0 0.109
O -0.8986 -2.5687 2.0952 -0.1 0.0 0.0 0.165
C -0.4362 -2.6128 0.9965 0.1 0.2 -0.1 -0.378
N -0.4384 -1.5615 0.0324 0.4 -0.5 -0.4 -0.092
C 0.0807 -2.0322 -1.1674 0.1 0.2 -0.3 -0.497
O 0.0734 -1.2982 -2.1485 0.2 -0.4 -0.2 0.044
C 0.5591 -3.4154 -0.9917 -0.1 0.1 0.2 -0.106
C 1.2682 -4.2588 -1.8216 0.0 -0.1 -0.1 0.016
C 1.5997 -5.5122 -1.3159 0.0 0.0 0.0 -0.047
C 1.2173 -5.8924 -0.0309 0.0 0.0 0.0 -0.040
C 0.5135 -5.0256 0.8020 0.0 -0.1 0.0 0.023
C 0.2087 -3.7791 0.3014 0.0 0.0 0.1 -0.087
H 1.5596 -3.9542 -2.8182 0.0 0.0 0.0 0.125
H 2.1663 -6.2025 -1.9270 0.0 0.0 0.0 0.112
H 1.4844 -6.8770 0.3302 0.0 0.0 0.0 0.113
H 0.2302 -5.3098 1.8071 0.0 0.0 0.0 0.130
O 2.1776 -1.4227 0.9113 -0.1 0.1 -0.1 0.074
C 2.2835 -0.5570 0.0805 0.0 0.1 0.1 -0.422
O 1.3667 0.2671 -0.3997 0.5 -0.7 0.6 -0.337
H 3.2585 -0.3561 -0.3945 0.0 0.0 -0.1 0.137
```
Positions in Å, forces in eV/Å.

**Electronic energy**: -2234.616431 hartree
**Gap between HOMO and LUMO (spin up / spin down)**: 0.23630 / 0.23616 Ha
**HOMO energy (spin up / spin down)**: -10.45 / -10.46 eV
**Charge**: +1

---

Entry 3:
This record from the OMol25 dataset describes a 2-piece molecular cluster, C28H40N3O overall in a non-equilibrium geometry. The level of theory is ωB97M-V/def2-TZVPD.

```
72
Properties=species:S:1:pos:R:3:forces:R:3:lowdin_charge:R:1
C 3.5802 -1.4788 -2.8952 0.3 -0.2 -0.4 -0.016
N 2.9605 -1.2073 -1.6191 0.4 0.3 1.0 -0.025
C 3.7647 -0.9927 -0.5243 0.7 -0.8 -0.7 -0.420
O 4.9610 -1.2531 -0.4562 -1.5 0.6 0.0 0.097
C 2.9162 -0.3494 0.5460 -0.2 -0.8 0.7 -0.155
C 3.3065 1.1178 0.7558 0.4 0.0 -0.1 -0.070
C 3.4082 1.8621 -0.5580 0.1 0.5 0.1 -0.226
C 4.6013 1.8119 -1.2897 0.0 -0.1 -0.1 -0.041
C 4.7050 2.4510 -2.5237 -0.2 0.0 0.0 -0.065
C 3.6165 3.1679 -3.0347 0.0 -0.2 0.2 -0.075
C 2.4368 3.2539 -2.2881 0.1 0.0 0.0 -0.076
C 2.3411 2.6257 -1.0423 0.1 -0.3 -0.2 -0.047
N 1.5556 -0.5073 0.0067 -1.6 0.9 0.6 0.053
C 0.5237 0.1309 0.5948 1.1 -0.3 -0.8 -0.010
C -0.6498 0.4604 -0.0886 -0.6 0.5 -0.8 -0.089
C -1.8651 0.7097 0.5169 1.2 -0.2 -0.6 0.029
C -3.0941 0.5562 -0.2087 -1.2 0.1 -1.4 -0.194
C -4.2974 0.1059 0.4138 0.8 0.2 0.0 -0.018
C -5.4385 -0.1649 -0.3325 0.1 0.0 -0.5 -0.056
C -5.4125 -0.0262 -1.7311 0.3 0.0 0.3 -0.049
C -4.2447 0.4257 -2.3665 0.0 0.2 0.1 -0.060
C -3.1214 0.7586 -1.6184 -0.2 -0.4 0.6 -0.027
C 1.5298 -1.1066 -1.3553 0.3 0.2 -1.0 -0.159
C 0.7798 -2.4926 -1.5223 0.3 0.4 0.7 -0.524
C 1.3988 -3.5069 -0.5601 0.0 -0.2 -0.1 -0.026
C 0.9153 -2.9714 -2.9659 0.1 -0.2 -0.3 -0.048
C -0.7077 -2.3460 -1.2339 -0.3 -0.1 0.1 -0.049
H 4.4238 -0.7903 -3.0463 -0.2 -0.2 0.2 0.101
H 3.9684 -2.5080 -2.9327 -0.1 0.3 -0.1 0.104
H 2.8560 -1.3274 -3.6994 0.2 0.0 0.2 0.093
H 3.0054 -0.9349 1.4737 0.0 0.2 -0.1 0.173
H 2.5912 1.6013 1.4318 0.2 -0.1 -0.1 0.117
H 4.2924 1.0940 1.2410 -0.3 0.1 0.0 0.140
H 5.4497 1.2487 -0.8874 -0.3 0.2 -0.2 0.122
H 5.6392 2.3798 -3.0832 -0.3 0.1 0.1 0.113
H 3.6949 3.6584 -4.0066 -0.1 -0.1 0.3 0.108
H 1.5826 3.8156 -2.6698 0.3 -0.1 0.1 0.106
H 1.4295 2.7162 -0.4424 0.2 0.0 -0.2 0.107
H 0.6682 0.4010 1.6474 0.0 -0.2 -0.3 0.150
H -0.5957 0.4626 -1.1854 0.0 -0.6 0.5 0.097
H -1.9400 0.9810 1.6454 0.0 -0.9 -1.0 0.032
H -4.3035 -0.0624 1.4943 0.0 0.0 -0.6 0.091
H -6.3548 -0.4893 0.1678 0.4 0.1 -0.2 0.115
H -6.2950 -0.2698 -2.3257 0.3 0.1 0.2 0.114
H -4.2023 0.5395 -3.4508 -0.2 0.0 0.3 0.113
H -2.2346 1.1827 -2.0950 -0.4 -0.2 0.0 0.114
H 1.0866 -0.3852 -2.0691 0.1 -0.2 0.3 0.163
H 1.2563 -3.2009 0.4823 0.1 -0.1 -0.1 0.087
H 0.9065 -4.4790 -0.6993 0.1 0.2 0.1 0.100
H 2.4693 -3.6400 -0.7572 -0.2 0.0 0.1 0.093
H 0.6358 -2.1777 -3.6738 0.1 -0.2 0.1 0.097
H 1.9259 -3.3278 -3.1930 -0.3 0.1 0.0 0.076
H 0.2336 -3.8185 -3.1352 0.2 0.3 0.1 0.100
H -1.1689 -1.5930 -1.8882 0.0 -0.2 0.2 0.087
H -1.2096 -3.3070 -1.4272 0.2 0.3 0.1 0.102
H -0.8971 -2.0819 -0.1888 -0.1 0.0 -0.2 0.079
C -3.7719 2.3619 4.4661 -0.3 -0.1 0.1 -0.073
C -3.6069 1.3608 3.3376 0.8 0.0 -0.3 -0.257
N -2.1913 0.9831 3.0301 -0.8 -0.3 3.2 -0.121
C -1.7540 -0.3543 3.5608 -0.3 1.2 -0.5 -0.232
C -0.8947 -0.2650 4.8105 0.0 -0.4 0.1 -0.077
H -4.7480 2.8451 4.3595 0.2 0.0 0.1 0.081
H -3.7638 1.8557 5.4369 0.2 0.2 -0.1 0.079
H -2.9970 3.1348 4.4440 -0.1 -0.1 0.0 0.079
H -4.1380 0.4346 3.5766 -0.1 0.2 -0.1 0.109
H -4.0188 1.7484 2.4018 -0.1 0.2 0.2 0.099
H -1.5631 1.7129 3.3553 -0.1 -0.1 0.3 0.121
H -2.6656 -0.9261 3.7568 0.3 -0.1 -0.1 0.116
H -1.2308 -0.8348 2.7254 0.1 -0.2 0.1 0.092
H -0.2726 -1.1625 4.8825 0.0 0.2 0.1 0.078
H -0.2403 0.6156 4.8039 -0.1 -0.2 0.0 0.077
H -1.5270 -0.2323 5.7053 0.2 0.2 -0.1 0.081
```
Positions in Å, forces in eV/Å.

**Electronic energy**: -1330.170376 hartree
**Gap between HOMO and LUMO**: 0.26770 Ha
**HOMO energy**: -11.55 eV
**Charge**: +1